## w
{"formula": "C27H33AsBrN8O8S2Ti", "method": "ωB97M-V/def2-TZVPD", "elements": ["Ti", "C", "C", "N", "C", "C", "N", "C", "C", "N", "H", "H", "H", "H", "H", "H", "H", "H", "H", "H", "H", "H", "H", "H", "H", "N", "C", "C", "C", "C", "C", "C", "S", "O", "O", "N", "C", "N", "C", "C", "C", "N", "H", "H", "H", "H", "H", "H", "H", "H", "H", "O", "As", "O", "O", "C", "C", "C", "C", "C", "C", "S", "O", "O", "O", "H", "H", "H", "H", "H", "Br", "C", "C", "C", "C", "C", "N", "H", "H", "H", "H"], "xyz": [[1.41170, 0.23724, -0.22417], [-0.48623, 3.64162, 0.63323], [0.58501, 3.33317, -0.41471], [0.45474, 2.06038, -1.16587], [-0.82293, 1.90832, -1.89755], [-1.97600, 1.41467, -1.03308], [-1.50501, 0.50563, 0.00102], [-2.19145, 0.68282, 1.27573], [-2.02993, 2.10424, 1.84546], [-0.69427, 2.63764, 1.66246], [-0.18535, 4.59615, 1.08125], [-1.43378, 3.84778, 0.12978], [0.57346, 4.16924, -1.12649], [1.56998, 3.31786, 0.05229], [1.13578, 2.12689, -1.92873], [-1.08452, 2.84963, -2.39452], [-0.65439, 1.18069, -2.68163], [-2.47781, 2.25058, -0.55563], [-2.72380, 0.95892, -1.69365], [-1.54037, -0.46373, -0.30035], [-3.26825, 0.46132, 1.21005], [-1.76714, -0.02664, 1.98471], [-2.77761, 2.77333, 1.40207], [-2.27102, 2.05881, 2.90991], [-0.25574, 2.89768, 2.53201], [1.08834, 6.00472, 5.97866], [1.62431, 5.06530, 5.10934], [2.04514, 3.82047, 5.58036], [2.53295, 2.86752, 4.70562], [2.60491, 3.14531, 3.34643], [2.20316, 4.38688, 2.86813], [1.71129, 5.33740, 3.74021], [3.17231, 1.89947, 2.24344], [3.68557, 2.59258, 1.07070], [4.03729, 1.02220, 2.97076], [1.85235, 1.15021, 1.69449], [1.21108, 0.19365, 2.44257], [0.59552, -0.67539, 1.59980], [-0.04037, -1.71051, 2.12589], [-0.10090, -1.88525, 3.49978], [0.52525, -0.91730, 4.26908], [1.17861, 0.12737, 3.76365], [1.35125, 5.90328, 6.94523], [1.12385, 6.96076, 5.66556], [1.98866, 3.60460, 6.64060], [2.85879, 1.90125, 5.06205], [2.30579, 4.61180, 1.81475], [1.40405, 6.30817, 3.36882], [-0.51894, -2.39577, 1.43730], [-0.61068, -2.72578, 3.94340], [0.50271, -0.97761, 5.35219], [3.16169, 1.23997, -1.25534], [4.03829, -0.33164, -1.24668], [5.58827, -0.25154, -0.80083], [2.88117, -0.99390, -0.16361], [3.87390, -1.09215, -2.99434], [5.05053, -1.71568, -3.39704], [5.11570, -2.37063, -4.62115], [4.00840, -2.40289, -5.44322], [2.82883, -1.77849, -5.05452], [2.75758, -1.12324, -3.83594], [1.24150, -0.26482, -3.50960], [0.23526, -0.83150, -4.36547], [1.52964, 1.14146, -3.68965], [0.93436, -0.57712, -2.06913], [3.55809, 1.81956, -0.55747], [5.90836, -1.67060, -2.73842], [6.03491, -2.85303, -4.92568], [4.05546, -2.91040, -6.39815], [1.95332, -1.78939, -5.68811], [0.76334, -3.70482, -0.75218], [-0.72400, -3.19082, -1.80429], [-0.73015, -3.52821, -3.15096], [-1.81160, -3.11460, -3.90211], [-2.83035, -2.40051, -3.28738], [-2.71342, -2.12184, -1.94126], [-1.66918, -2.50505, -1.19718], [0.09595, -4.07226, -3.58320], [-1.85405, -3.33757, -4.95981], [-3.69238, -2.05671, -3.84123], [-3.48489, -1.56690, -1.41801]], "spin_multiplicity": 2, "s2": 0.752, "e_homo_ev": [-8.32, -8.40]}

=====

## x
{"formula": "C27H33AsBrN8O8S2Ti", "method": "ωB97M-V/def2-TZVPD", "elements": ["Ti", "C", "C", "N", "C", "C", "N", "C", "C", "N", "H", "H", "H", "H", "H", "H", "H", "H", "H", "H", "H", "H", "H", "H", "H", "N", "C", "C", "C", "C", "C", "C", "S", "O", "O", "N", "C", "N", "C", "C", "C", "N", "H", "H", "H", "H", "H", "H", "H", "H", "H", "O", "As", "O", "O", "C", "C", "C", "C", "C", "C", "S", "O", "O", "O", "H", "H", "H", "H", "H", "Br", "C", "C", "C", "C", "C", "N", "H", "H", "H", "H"], "xyz": [[-0.14478, -0.00060, 0.55707], [0.03900, 2.90761, 0.09727], [0.22110, 2.90826, 1.62407], [0.45920, 1.52750, 2.11172], [1.78434, 1.31083, 2.73773], [2.46710, 0.04203, 2.22985], [2.10509, -0.24975, 0.82277], [2.86976, 0.53060, -0.17381], [2.24684, 1.90729, -0.35616], [0.78117, 1.76983, -0.45221], [-1.01290, 2.75838, -0.14918], [0.35970, 3.86086, -0.33368], [1.05937, 3.54182, 1.91595], [-0.67570, 3.31200, 2.08541], [-0.25712, 1.27167, 2.78853], [2.40607, 2.18158, 2.53525], [1.68255, 1.23599, 3.82194], [3.55183, 0.14644, 2.33200], [2.14229, -0.80133, 2.82985], [2.31205, -1.23365, 0.68444], [3.92131, 0.61594, 0.11678], [2.82431, 0.02794, -1.13865], [2.48613, 2.56932, 0.47443], [2.65257, 2.36616, -1.26130], [0.56678, 1.59986, -1.43080], [1.03285, -4.19104, -7.85023], [1.16610, -3.18902, -6.89455], [0.51247, -1.96509, -7.05663], [0.67957, -0.94900, -6.13581], [1.50504, -1.14190, -5.03467], [2.18380, -2.34160, -4.88043], [2.01172, -3.36251, -5.79858], [1.74902, 0.14801, -3.85235], [3.04120, -0.11618, -3.24714], [1.56604, 1.40768, -4.52351], [0.71108, -0.03099, -2.63271], [-0.61468, 0.07430, -2.79167], [-1.32221, 0.15943, -1.62176], [-2.65228, 0.22819, -1.72313], [-3.31491, 0.22490, -2.93016], [-2.51230, 0.15878, -4.06146], [-1.19650, 0.09391, -4.00836], [0.20011, -4.14320, -8.41389], [1.23240, -5.12476, -7.53144], [-0.12487, -1.81057, -7.91964], [0.17813, -0.00155, -6.26022], [2.87248, -2.45538, -4.05518], [2.55537, -4.29382, -5.68617], [-3.21239, 0.30003, -0.80182], [-4.39148, 0.28108, -2.97276], [-2.94536, 0.16675, -5.05802], [-2.93118, 2.83311, 1.97554], [-3.33909, 1.12248, 1.77815], [-4.68559, 1.01125, 0.87108], [-1.93290, 0.46765, 1.12427], [-3.58329, 0.49024, 3.56143], [-4.89451, 0.49449, 4.03250], [-5.16584, 0.08285, 5.32628], [-4.12341, -0.33315, 6.14525], [-2.81976, -0.34353, 5.68121], [-2.54217, 0.07184, 4.38336], [-0.72671, -1.59386, 3.49678], [0.27770, -1.85790, 4.50630], [-1.25822, 0.04270, 3.90959], [-0.02378, -1.25748, 2.19062], [-3.65475, 3.32972, 1.57034], [-5.69533, 0.80370, 3.37220], [-6.18407, 0.08096, 5.69096], [-4.32792, -0.65985, 7.15679], [-1.99983, -0.67442, 6.30575], [-2.53572, -2.63842, 0.43262], [-0.90156, -3.06115, -0.40377], [-0.76870, -4.35847, -0.87806], [0.40637, -4.71799, -1.50320], [1.39425, -3.75586, -1.64416], [1.16245, -2.48929, -1.15373], [0.03485, -2.13003, -0.51132], [-1.58557, -5.05255, -0.75024], [0.54449, -5.72218, -1.88002], [2.33054, -3.96956, -2.13821], [1.89043, -1.70851, -1.30911]], "spin_multiplicity": 2, "s2": 0.752, "e_homo_ev": [-7.92, -7.94]}

=====

Most stable: x

=====

## w
{"formula": "C2H4N6", "method": "ωB97M-V/def2-TZVPD", "elements": ["H", "N", "C", "N", "N", "N", "N", "C", "N", "H", "H", "H"], "xyz": [[2.64027, 1.08134, 0.48094], [2.54470, -0.13654, 0.16718], [1.42101, -0.86825, -0.20347], [0.17818, -0.42828, 0.03579], [-0.61847, -1.57175, -0.13948], [-1.90511, -1.32922, 0.08257], [-1.96814, 0.06636, 0.07754], [-0.69899, 0.64107, 0.00772], [-0.61425, 1.95935, -0.17754], [0.40909, 2.38750, -0.23546], [1.49398, -2.13809, -0.40524], [-2.88229, 0.33651, 0.30945]], "smiles": "[H]/N=C\\n1nn[nH]/c1=N/[H]", "e_homo_ev": -9.03}

=====

## x
{"formula": "C2H4N6", "method": "ωB97M-V/def2-TZVPD", "elements": ["H", "N", "C", "N", "N", "N", "N", "N", "C", "H", "H", "H"], "xyz": [[-0.42363, -1.35033, -0.80876], [0.34454, -2.07702, -0.12092], [0.34983, -1.09013, 0.71029], [0.76690, -1.00185, 1.96816], [0.67147, 0.13114, 2.43105], [0.36457, 1.00715, 1.34994], [-0.07416, 0.33194, 0.22567], [0.57604, 0.75643, -1.03150], [-0.48790, 0.58274, -1.89335], [-0.41529, 1.52336, 1.62705], [-0.01727, 0.85990, -2.90845], [-1.65509, 0.32666, -1.54917]], "smiles": "[H]/N=c1/nn[nH]n1N=C", "e_homo_ev": -9.49}

=====

## y
{"formula": "C2H4N6", "method": "ωB97M-V/def2-TZVPD", "elements": ["H", "N", "C", "N", "N", "N", "C", "N", "H", "N", "H", "H"], "xyz": [[-0.21433, 1.42687, 2.16079], [0.82160, 1.25294, 2.30554], [1.32732, 0.58673, 1.38060], [0.65265, -0.05711, 0.33044], [1.29001, -0.17856, -0.85680], [0.45414, -0.41536, -1.77714], [-0.86606, -0.41826, -1.22045], [-1.98759, -0.72094, -1.67257], [-1.93334, -1.14712, -2.64083], [-0.71892, 0.00666, 0.13776], [2.36776, 0.41494, 1.23188], [-1.19324, -0.75080, 0.62078]], "smiles": "[H]/N=C\\n1nn/c(=N\\[H])[nH]1", "e_homo_ev": -9.53}

=====

Most stable: y